{
  "formula": "C3BrF4N",
  "method": "the ωB97M-V functional and the def2-TZVPD basis",
  "orbital_gap_ha": [0.3179, 0.3128],
  "e_lumo_ev": [-1.3, -1.7],
  "relative_energy_kcal_mol": 66.6,
  "e_tot_ha": -3142.4118,
  "homo_energy_ev": [-9.9, -10.2],
  "species": ["C", "C", "C", "N", "F", "F", "F", "F", "Br"],
  "positions_angstrom": [[-0.6152, -1.4549, -0.6663], [-0.8327, -0.5708, 0.4233], [1.1021, 0.9416, 0.0284], [-0.5066, -2.0529, -1.6629], [-0.6255, -0.7705, 1.7121], [0.6524, 1.7535, -0.9164], [2.1990, 0.3946, -0.3715], [1.2498, 1.5011, 1.2705], [-2.6233, 0.2584, 0.1829]],
  "forces_ev_per_a": [[0.35, -1.49, -0.92], [-0.08, 2.94, -0.51], [-2.38, -0.15, 1.24], [0.00, 0.88, 1.57], [0.28, -0.95, -0.52], [0.15, 0.12, 0.95], [0.49, -0.55, 0.14], [-0.25, -0.49, -2.11], [1.43, -0.31, 0.15]],
  "nbo_charge": [0.112, 0.207, 1.020, -0.216, -0.289, -0.304, -0.289, -0.319, 0.077]
}

---

{
  "formula": "C3ClF3O2",
  "method": "the ωB97M-V functional and the def2-TZVPD basis",
  "orbital_gap_ha": 0.3436,
  "e_lumo_ev": -0.4,
  "relative_energy_kcal_mol": 27.5,
  "e_tot_ha": -1024.5195,
  "homo_energy_ev": -9.8,
  "species": ["C", "C", "C", "O", "O", "F", "F", "F", "Cl"],
  "positions_angstrom": [[0.3302, 0.7422, -0.0244], [-1.3732, 0.3152, -1.1987], [0.8362, -0.4615, 0.7634], [0.8810, 1.8072, -0.0477], [-1.2897, 0.1649, -2.3734], [2.1662, -0.5854, 0.3717], [0.1986, -1.6038, 0.4723], [0.7978, -0.2625, 2.0921], [-2.5472, -0.1161, -0.0552]],
  "forces_ev_per_a": [[-1.66, 2.32, -2.32], [4.12, -0.25, -0.18], [1.82, -0.71, 0.20], [-1.16, -2.32, 0.25], [-0.75, 0.56, 2.03], [-1.66, -0.21, 0.70], [0.38, 0.78, 0.12], [-0.04, -0.12, -0.88], [-1.06, -0.06, 0.09]],
  "nbo_charge": [0.442, 0.441, 0.874, -0.431, -0.465, -0.316, -0.299, -0.294, 0.047]
}

---

{
  "formula": "C3F3O2",
  "method": "the ωB97M-V functional and the def2-TZVPD basis",
  "orbital_gap_ha": 0.2892,
  "e_lumo_ev": 4.2,
  "relative_energy_kcal_mol": 89.8,
  "e_tot_ha": -564.2898,
  "homo_energy_ev": -3.7,
  "charge": -1,
  "species": ["C", "C", "C", "O", "O", "F", "F", "F"],
  "positions_angstrom": [[-0.4238, 0.2561, -0.1364], [1.8127, -0.1211, 0.2626], [-1.5755, -0.0290, 0.6050], [-1.0641, 1.1385, 0.9846], [-2.4452, -0.8309, 0.7851], [-0.5255, 0.6221, -1.4929], [1.9642, -1.5004, -0.1378], [2.2571, 0.4646, -0.8702]],
  "forces_ev_per_a": [[3.50, -0.82, -1.08], [-0.70, -1.19, -0.85], [0.45, -0.85, -1.23], [-1.01, 0.35, 0.00], [-0.81, 0.55, 1.01], [-0.74, 0.42, 1.35], [-0.48, 1.21, 0.63], [-0.20, 0.32, 0.17]],
  "nbo_charge": [0.248, 0.463, 0.669, -0.521, -0.613, -0.384, -0.458, -0.405]
}

---

{
  "formula": "C3F3O2",
  "method": "the ωB97M-V functional and the def2-TZVPD basis",
  "orbital_gap_ha": 0.3211,
  "e_lumo_ev": 4.1,
  "relative_energy_kcal_mol": 3.8,
  "e_tot_ha": -564.4269,
  "homo_energy_ev": -4.7,
  "charge": -1,
  "smiles": "O=C([O-])C(F)=C(F)F",
  "species": ["C", "C", "C", "O", "O", "F", "F", "F"],
  "positions_angstrom": [[0.1024, -0.2391, 0.4947], [1.0912, -0.4066, -0.3926], [-1.3015, 0.7045, 0.1200], [-1.1441, 1.2140, -0.9777], [-2.2070, 0.5775, 0.9369], [0.0790, -1.0305, 1.5786], [2.1934, -1.1883, -0.3077], [1.1866, 0.3685, -1.4522]],
  "forces_ev_per_a": [[-0.81, 0.56, -1.18], [-0.45, 0.62, 0.92], [1.41, -1.78, 0.25], [-0.60, 0.78, -0.14], [0.19, 0.25, 0.11], [0.13, -0.27, 0.44], [-0.49, 0.04, 0.16], [0.60, -0.20, -0.55]],
  "nbo_charge": [0.066, 0.594, 0.788, -0.728, -0.730, -0.343, -0.346, -0.302]
}

---

{
  "formula": "C3F4IN",
  "method": "the ωB97M-V functional and the def2-TZVPD basis",
  "orbital_gap_ha": 0.3397,
  "e_lumo_ev": -0.5,
  "relative_energy_kcal_mol": 33.4,
  "e_tot_ha": -866.1385,
  "homo_energy_ev": -9.8,
  "smiles": "FC(F)=C(F)F.N#CI",
  "species": ["C", "C", "C", "N", "F", "F", "F", "F", "I"],
  "positions_angstrom": [[2.9351, -0.8453, -0.0624], [-1.0475, 0.2479, -0.4180], [-2.1473, 0.5782, 0.2512], [2.1423, -0.7501, -0.8717], [-0.9312, -0.9087, -1.0536], [-0.0386, 1.0469, -0.7435], [-2.2845, 1.6056, 1.0394], [-3.0934, -0.2882, 0.5780], [4.4650, -0.6862, 1.2806]],
  "forces_ev_per_a": [[2.04, 0.32, 1.72], [0.31, -0.12, -1.11], [0.38, -0.95, 0.99], [-1.15, -0.19, -1.13], [-0.34, 0.22, 0.30], [-0.81, 0.06, 0.61], [0.34, 1.39, -0.07], [0.00, -0.51, -0.73], [-0.77, -0.21, -0.58]],
  "nbo_charge": [0.024, 0.586, 0.564, -0.325, -0.284, -0.282, -0.287, -0.295, 0.299]
}

---

{
  "formula": "C3F5I",
  "method": "the ωB97M-V functional and the def2-TZVPD basis",
  "orbital_gap_ha": 0.3676,
  "e_lumo_ev": 0.0,
  "relative_energy_kcal_mol": 9.0,
  "e_tot_ha": -911.2424,
  "homo_energy_ev": -10.0,
  "smiles": "FC1(F)C(F)(F)C1(F)I",
  "species": ["C", "C", "C", "F", "F", "F", "F", "F", "I"],
  "positions_angstrom": [[0.4224, -0.4682, 0.5645], [0.3331, 0.8492, -0.0778], [-0.6621, -0.4624, -0.4705], [0.2259, -0.7273, 1.8929], [1.4962, -1.2131, 0.1365], [-0.1109, 2.0457, 0.4168], [1.2855, 1.1515, -0.9083], [-0.4068, -1.2634, -1.5202], [-2.5833, 0.0880, -0.0341]],
  "forces_ev_per_a": [[0.73, -1.99, 1.94], [-1.04, 0.58, -0.99], [1.48, 1.82, 0.53], [-0.05, 0.46, -1.22], [-0.87, 0.94, 0.53], [-0.27, -1.97, 0.12], [1.28, -0.04, -1.03], [-0.41, 0.55, -0.03], [-0.85, -0.37, 0.15]],
  "nbo_charge": [0.554, 0.615, 0.070, -0.298, -0.293, -0.293, -0.283, -0.294, 0.223]
}

---

{
  "formula": "C3F5N",
  "method": "the ωB97M-V functional and the def2-TZVPD basis",
  "orbital_gap_ha": 0.3674,
  "e_lumo_ev": -0.3,
  "relative_energy_kcal_mol": 69.1,
  "e_tot_ha": -668.2374,
  "homo_energy_ev": -10.3,
  "smiles": "F/N=C(\\F)C(F)=C(F)F",
  "species": ["C", "C", "C", "N", "F", "F", "F", "F", "F"],
  "positions_angstrom": [[0.3187, 0.2162, 0.5033], [0.1290, 0.0457, -1.0308], [-0.4158, -0.1109, 1.6961], [0.8031, 0.3744, -2.0702], [1.4124, 1.0024, 0.7292], [-0.9967, -0.7411, -1.1521], [-0.1194, 0.2013, 2.8874], [-1.4931, -0.9219, 1.7495], [0.3617, -0.0660, -3.3124]],
  "forces_ev_per_a": [[-0.08, 0.83, 1.39], [-2.57, -2.43, 0.30], [-0.24, -1.25, -5.18], [0.81, 0.75, 1.82], [-0.55, -0.40, 0.25], [0.83, 0.69, -0.18], [1.17, 0.93, 0.96], [1.16, 0.97, -0.86], [-0.53, -0.09, 1.50]],
  "nbo_charge": [0.136, 0.537, 0.757, -0.061, -0.310, -0.323, -0.249, -0.290, -0.197]
}

---

{
  "formula": "C3F6NO4S2Tb",
  "method": "the ωB97M-V functional and the def2-TZVPD basis",
  "orbital_gap_ha": [0.1434, 0.2666],
  "e_lumo_ev": [-2.1, -0.7],
  "s_squared": 13.024,
  "multiplicity": 7,
  "e_tot_ha": -2689.8783,
  "homo_energy_ev": [-6.0, -8.0],
  "species": ["Tb", "O", "C", "O", "N", "S", "O", "C", "F", "F", "F", "S", "O", "C", "F", "F", "F"],
  "positions_angstrom": [[-2.4844, 1.7073, 2.2996], [0.2604, 4.4550, -0.3808], [-0.1455, 3.4980, 0.2300], [-0.5802, 3.3151, 1.3643], [-1.3154, 3.0126, -3.2118], [-0.2119, 2.3782, -2.2719], [-0.6821, 2.2628, -0.7142], [-0.1953, 0.5163, -2.5583], [0.1348, 0.3180, -3.8238], [-1.3725, -0.0415, -2.3335], [0.7174, -0.0321, -1.7779], [-2.8786, 2.3931, -3.2169], [-3.1421, 1.7472, -4.5464], [-3.6718, 4.0801, -3.4102], [-3.4465, 4.8171, -2.3334], [-3.2291, 4.7141, -4.4823], [-4.9806, 3.8900, -3.5393]],
  "forces_ev_per_a": [[0.89, 0.64, -0.68], [0.53, -1.69, 0.21], [-1.68, 2.15, -1.12], [-0.26, -1.53, 0.68], [0.31, -0.55, 0.66], [-0.69, 0.68, 0.32], [0.70, 0.11, -0.33], [-0.22, 0.84, -0.17], [0.11, -0.05, -0.20], [-0.36, -0.30, 0.22], [0.29, -0.28, 0.35], [-0.13, -0.61, -1.65], [0.28, 0.68, 1.67], [0.55, -0.52, -0.36], [0.02, 0.31, 0.43], [0.04, 0.13, -0.08], [-0.40, -0.01, 0.05]],
  "mulliken_spin": [5.791, -0.001, 0.122, 0.045, 0.001, 0.006, 0.049, -0.004, 0.000, -0.002, 0.000, -0.011, 0.002, 0.002, 0.000, 0.000, 0.000]
}

---

{
  "formula": "C3FeLiO3",
  "method": "the ωB97M-V functional and the def2-TZVPD basis",
  "orbital_gap_ha": [0.3481, 0.3273],
  "e_lumo_ev": [-21.7, -22.9],
  "s_squared": 8.774,
  "multiplicity": 6,
  "relative_energy_kcal_mol": 10.3,
  "e_tot_ha": -1608.9745,
  "homo_energy_ev": [-31.2, -31.8],
  "charge": 4,
  "species": ["C", "C", "O", "O", "C", "O", "Fe", "Li"],
  "positions_angstrom": [[0.7228, -0.0867, 0.5773], [0.8601, 0.5958, 1.7224], [1.0804, 1.0820, 2.7274], [-0.5216, -0.9131, 0.0648], [0.3559, -0.2333, -0.7417], [0.2061, 0.6109, -1.5750], [-1.8254, -2.2554, 0.3268], [-0.8783, 1.1998, -3.1019]],
  "forces_ev_per_a": [[-0.26, -3.01, -0.50], [1.44, 2.65, 5.35], [-0.59, -1.06, -2.51], [1.57, 0.68, 1.15], [0.01, 5.77, -2.74], [0.47, -3.16, 0.07], [-2.38, -2.73, 0.57], [-0.26, 0.86, -1.39]],
  "nbo_charge": [0.373, 0.751, 0.137, -0.643, 0.798, -0.359, 1.947, 0.996]
}